No. 1
# C21H57N3O6

A cluster of 6 separate species, C21H57N3O6 in total (ωB97M-V/def2-TZVPD, the Open Molecules 2025 dataset).

Atoms and positions in Å:
C -10.1601 -7.6204 15.6945
O -10.9678 -6.5640 16.0879
C -12.0528 -6.3981 15.1391
C -13.0710 -5.3831 15.5903
C -13.7907 -5.8125 16.9106
N -14.1227 -5.2855 14.5675
H -9.6280 -7.4857 14.7528
H -10.7021 -8.5534 15.5404
H -9.3364 -7.6972 16.4043
H -11.5570 -6.2287 14.1833
H -12.6770 -7.2795 14.9923
H -12.7241 -4.3523 15.5184
H -12.9435 -5.7628 17.5946
H -14.0152 -6.8777 16.9657
H -14.5965 -5.1921 17.3029
H -13.6280 -4.9177 13.7675
H -14.7077 -4.5344 14.9046
C -5.9138 -9.3749 20.6223
O -5.9798 -9.8244 21.9109
C -5.2492 -9.0414 22.7906
C -5.1795 -9.5561 24.2120
C -4.2151 -8.6259 24.9780
N -4.7695 -10.9145 24.1899
H -4.9196 -9.6133 20.2442
H -6.0974 -8.3136 20.4551
H -6.7187 -9.8750 20.0836
H -4.2110 -9.0258 22.4587
H -5.6878 -8.0479 22.8831
H -6.1521 -9.6150 24.7006
H -4.1783 -8.7595 26.0592
H -4.4751 -7.6085 24.6857
H -3.1916 -8.8889 24.7108
H -5.6238 -11.4383 24.0635
H -4.4005 -11.2019 23.2947
C -2.3439 -17.2905 18.1102
O -2.7435 -16.1826 18.8804
C -2.4350 -14.8814 18.5002
C -3.1063 -13.9253 19.4066
C -4.6783 -14.0158 19.5152
N -2.6944 -12.5665 19.1409
H -1.2635 -17.4068 18.1966
H -2.6214 -17.1861 17.0613
H -2.7397 -18.2276 18.5015
H -1.3631 -14.7273 18.3757
H -2.7737 -14.7566 17.4717
H -2.5665 -14.0573 20.3442
H -5.0523 -13.2024 20.1369
H -5.0078 -14.9102 20.0440
H -5.1324 -13.9818 18.5248
H -3.1471 -12.2057 18.3132
H -3.1426 -11.9599 19.8127
C -4.0195 -9.1395 14.8321
C -5.1162 -9.7350 15.7730
C -6.5229 -9.9719 15.1577
O -4.5218 -10.9378 16.2388
H -4.2866 -8.1603 14.4348
H -3.8796 -9.8743 14.0393
H -3.1069 -9.0169 15.4155
H -5.3837 -9.1420 16.6476
H -7.2455 -9.1991 14.8954
H -7.1442 -10.4298 15.9274
H -6.5148 -10.7151 14.3604
H -4.1186 -11.3891 15.4936
C -8.9062 -13.1432 18.0978
C -9.2871 -11.7555 17.4102
C -10.8081 -11.4463 17.3229
O -8.7511 -10.7249 18.1844
H -9.1003 -13.9649 17.4085
H -9.5969 -13.3424 18.9172
H -7.8371 -13.1791 18.3068
H -8.8351 -11.8683 16.4247
H -11.3143 -11.9922 16.5267
H -10.8399 -10.3697 17.1557
H -11.3340 -11.5997 18.2652
H -7.8579 -10.5378 17.8865
C -13.6270 -9.7710 15.5518
C -14.9854 -10.1175 16.1704
C -14.9119 -10.6147 17.6110
O -15.8012 -8.9453 16.1444
H -13.2745 -10.7011 15.1059
H -12.9242 -9.3350 16.2619
H -13.7301 -9.0120 14.7763
H -15.6440 -10.7354 15.5600
H -14.4224 -11.5883 17.5851
H -15.9087 -10.6710 18.0485
H -14.2992 -9.9731 18.2442
H -15.1699 -8.2585 16.3709

For the energy above the lowest of the compared OMol25 structures with the same formula, charge and spin, the calculation gives 301.2 kJ/mol. As for the net charge: 0. Its orbital gap is 9.8 eV. The structure (SMILES) is COC[C@H](C)N.COC[C@H](C)N.COC[C@H](C)N.CC(C)O.CC(C)O.CC(C)O. The calculation puts the LUMO energy at 0.490 eV. For the largest force on an atom, the calculation gives 2.71 eV/Å. For the calculated total energy, the calculation gives -1449.83701 hartree.

---

No. 2
# C21H57N3O9

A cluster of 6 separate species, C21H57N3O9 in total (ωB97M-V/def2-TZVPD, the Open Molecules 2025 dataset).

Atoms and positions in Å:
C -25.6653 -0.5850 23.2101
O -24.8527 0.4960 22.8633
C -25.4795 1.3905 21.9622
C -24.4537 2.4206 21.5760
N -23.4502 1.7826 20.7152
C -22.3187 2.6517 20.4605
C -21.1066 1.9063 19.8848
O -20.0594 1.9361 20.8287
C -18.8262 1.5664 20.2767
H -26.5663 -0.2703 23.7534
H -25.1008 -1.2870 23.8206
H -26.0109 -1.1425 22.3225
H -26.3940 1.8146 22.3998
H -25.8122 0.8657 21.0510
H -23.9900 2.7619 22.5148
H -24.9072 3.2946 21.1085
H -23.1326 0.9856 21.2564
H -21.9123 3.1741 21.3341
H -22.6002 3.4420 19.7595
H -20.7505 2.4355 18.9868
H -21.4063 0.9032 19.5483
H -18.9161 0.6543 19.6755
H -18.1022 1.4717 21.0809
H -18.4759 2.3432 19.5753
C -25.8054 9.8514 27.6809
O -25.2407 9.3497 26.4923
C -23.8427 9.1744 26.5443
C -23.3938 8.3992 25.3314
N -23.1213 6.9885 25.6221
C -22.3254 6.3084 24.5948
C -22.7834 4.8713 24.4465
O -21.9839 4.1875 23.5075
C -21.3922 2.9855 23.9536
H -25.0350 10.2414 28.3555
H -26.3710 9.0848 28.2190
H -26.4867 10.6684 27.4362
H -23.5577 8.6872 27.4865
H -23.3284 10.1508 26.6137
H -22.5388 8.8850 24.8539
H -24.1660 8.5144 24.5529
H -24.0310 6.5496 25.7227
H -21.2866 6.2875 24.9489
H -22.3113 6.8455 23.6411
H -23.8280 4.8849 24.0957
H -22.7701 4.3972 25.4333
H -20.7956 3.0559 24.8670
H -20.7922 2.6100 23.1289
H -22.1982 2.2590 24.1442
C -13.6405 -2.2959 17.4905
O -15.0297 -2.1381 17.5093
C -15.4992 -1.7476 18.7811
C -16.9704 -1.3826 18.6609
N -17.7561 -2.2898 17.8134
C -18.1856 -3.5141 18.4691
C -19.3936 -3.3400 19.3759
O -19.2305 -2.4632 20.4584
C -18.6581 -3.1368 21.5794
H -13.1234 -1.3346 17.6143
H -13.3386 -2.6803 16.5146
H -13.2914 -3.0087 18.2465
H -14.9218 -0.8833 19.1462
H -15.3000 -2.5401 19.5230
H -17.0034 -0.3994 18.1673
H -17.4479 -1.2000 19.6171
H -17.1455 -2.5283 17.0400
H -17.3646 -4.0575 18.9720
H -18.5000 -4.2001 17.6755
H -19.7787 -4.3319 19.6553
H -20.1855 -2.9195 18.7451
H -18.5097 -2.4122 22.3790
H -17.7004 -3.5917 21.3201
H -19.3583 -3.8870 21.9604
C -23.2526 -3.5889 20.6891
O -24.0873 -4.7252 20.4813
H -23.8846 -2.7987 21.1057
H -22.5211 -3.7476 21.4879
H -22.6783 -3.3123 19.8046
H -24.9445 -4.3929 20.2064
C -21.3791 -0.7040 22.5038
O -20.2143 -0.3863 23.3306
H -22.0493 0.1390 22.6422
H -21.1409 -0.7546 21.4416
H -21.6820 -1.6858 22.8567
H -19.4660 -0.3480 22.7305
C -20.6156 0.3057 26.7197
O -20.2632 -0.9458 26.1509
H -21.5765 0.6756 26.3418
H -20.7196 0.1761 27.7943
H -19.8589 1.0632 26.4910
H -20.4941 -0.9058 25.2145

For the energy above the lowest of the compared OMol25 structures with the same formula, charge and spin, the calculation gives 101.3 kJ/mol. As for the net charge: 0. Its orbital gap is 9.4 eV. The structure (SMILES) is COCCNCCOC.COCCNCCOC.COCCNCCOC.CO.CO.CO. The calculation puts the LUMO energy at 0.646 eV. For the largest force on an atom, the calculation gives 1.43 eV/Å. For the calculated total energy, the calculation gives -1675.51837 hartree.

---

Among the records above, which one has the highest calculated total energy?
C21H57N3O6